[1]
C21H28N2O4 as an isolated structure at a distorted geometry. Source: the OMol25 dataset; level of theory: ωB97M-V/def2-TZVPD.

Structure (XYZ):
```
55
Properties=species:S:1:pos:R:3:nbo_charge:R:1
C -0.05230 4.55211 -0.69179 -0.628
H -0.56118 4.30598 -1.64703 0.230
H 0.99578 4.09877 -0.87922 0.193
C -0.79274 4.14492 0.47401 -0.212
N -1.14155 2.58442 0.37858 -0.437
C -0.25836 1.78402 0.93876 0.072
C -0.49041 0.40351 1.10049 -0.143
C -1.72420 0.04113 0.47466 -0.055
C -2.08542 -1.30861 0.52406 -0.261
C -3.25465 -1.84303 0.27118 0.312
C -4.34818 -0.66533 -0.09527 0.324
C -4.07007 0.57191 -0.23829 -0.334
C -2.67132 0.75558 0.09784 -0.035
C -2.42612 2.45841 0.19474 0.683
O -3.28499 3.18743 -0.30547 -0.624
H -4.75489 1.19278 -0.30108 0.225
O -5.49063 -1.50296 -0.40860 -0.535
C -6.55984 -0.46865 -0.74060 -0.263
H -6.63508 0.38842 -0.07001 0.188
H -7.43826 -0.96504 -0.91562 0.194
H -6.28965 0.14469 -1.80730 0.171
O -3.54089 -3.04975 0.50786 -0.483
C -4.67415 -3.67387 0.25524 -0.169
H -4.52989 -4.79072 0.57181 0.174
H -5.06365 -3.50729 -1.05545 0.162
H -5.32142 -3.39572 0.90515 0.153
H -1.29112 -2.24625 0.92932 0.242
C 0.73391 -0.21203 1.35466 0.630
O 0.46198 -1.31574 2.29250 -0.732
N 1.93812 -0.11314 0.92195 -0.546
H 1.98054 0.73285 0.07694 0.373
C 3.07029 -0.85336 1.04667 -0.037
C 4.35044 0.13491 1.13269 -0.340
C 4.78320 0.33610 -0.31246 -0.474
H 5.50002 1.20555 -0.17783 0.215
C 5.51985 -0.50577 -0.96944 -0.368
C 4.55441 -1.57143 -2.00546 -0.389
C 3.16121 -1.82602 -0.92641 -0.355
C 3.18371 -2.05522 0.33092 -0.556
H 3.99038 -2.51653 0.67939 0.233
H 2.42699 -2.79783 0.74758 0.258
H 2.34678 -0.94153 -1.15555 0.176
H 2.63303 -2.76248 -1.65548 0.209
H 4.97713 -2.67160 -1.99867 0.216
H 4.25284 -1.04241 -2.87544 0.201
H 6.14118 -1.38866 -0.27419 0.166
H 6.33228 -0.43552 -1.63672 0.235
H 4.11818 0.70346 -0.86051 0.199
H 5.16907 -0.29351 1.54231 0.207
H 3.93942 1.07500 1.70810 0.215
H 2.99320 -1.10503 2.16448 0.246
H 0.76612 2.35598 1.12273 0.214
H -1.61096 4.77543 0.44289 0.238
H -0.18480 4.34243 1.48112 0.199
H 0.22665 5.54925 -0.66466 0.225
```

Calculated values
Energy relative to the best compared isomer or geometry (same formula, charge and spin) (kcal per mole): 504.6
F_max (Eh/bohr): 0.3560


[2]
One molecule with the formula C21H28N4O2S at a distorted geometry. Source: the OMol25 dataset; level of theory: ωB97M-V/def2-TZVPD.

Structure (XYZ):
```
56
Properties=species:S:1:pos:R:3:nbo_charge:R:1
C 6.28303 -2.84477 0.11403 -0.619
C 6.25894 -1.32292 0.20009 -0.209
N 4.93325 -0.78327 0.46669 -0.480
C 4.28619 -1.26788 1.67403 -0.208
C 5.00866 -0.96377 2.99009 -0.638
C 4.88848 0.66323 0.31126 -0.225
C 4.20360 1.06341 -1.00551 -0.229
N 2.77667 0.79451 -0.95027 -0.413
C 2.22266 -0.35968 -1.41560 0.494
C 3.09510 -1.38555 -2.05739 -0.677
N 0.96118 -0.63441 -1.33365 -0.500
C 0.15006 0.27302 -0.74426 0.172
C 0.62586 1.47066 -0.24034 -0.339
S -0.60189 2.47124 0.48315 0.436
C -1.80157 1.26080 0.10445 0.049
N -3.07521 1.39560 0.41305 -0.435
C -3.89674 0.41451 0.07776 0.248
C -3.46914 -0.75600 -0.57193 -0.113
C -2.13014 -0.89616 -0.88768 -0.131
C -1.25905 0.13540 -0.55230 -0.080
C -4.45194 -1.85528 -0.87070 -0.081
O -5.79820 -1.52332 -0.64497 -0.531
C -6.05055 -0.76753 0.53731 0.272
C -5.58012 -1.49919 1.80012 -0.649
C -7.56672 -0.57872 0.57613 -0.609
C -5.34368 0.59229 0.41515 -0.473
C 2.01861 1.80016 -0.31069 0.632
O 2.55535 2.80633 0.10980 -0.622
H 6.14523 -3.30135 1.09019 0.205
H 5.50250 -3.20383 -0.55229 0.209
H 7.24563 -3.16623 -0.27618 0.218
H 6.57046 -0.91592 -0.76719 0.192
H 6.99692 -0.99021 0.94950 0.168
H 3.28715 -0.82294 1.69835 0.197
H 4.15504 -2.34760 1.57237 0.196
H 5.96651 -1.47611 3.03622 0.201
H 5.18133 0.10475 3.09854 0.207
H 4.40023 -1.30024 3.82539 0.218
H 4.32479 1.12185 1.12626 0.216
H 5.89421 1.09989 0.32161 0.194
H 4.64923 0.54323 -1.85007 0.209
H 4.31367 2.14369 -1.13531 0.243
H 3.50911 -1.01130 -2.99270 0.222
H 2.48693 -2.25942 -2.26923 0.245
H 3.90683 -1.64647 -1.38249 0.256
H -1.75321 -1.77947 -1.38111 0.227
H -4.17110 -2.74552 -0.28119 0.175
H -4.39688 -2.13034 -1.92935 0.205
H -5.94773 -2.52301 1.79248 0.218
H -4.49456 -1.51306 1.86699 0.213
H -5.97029 -0.99465 2.67964 0.219
H -7.84390 0.08539 1.38950 0.209
H -7.90654 -0.15560 -0.36494 0.218
H -8.05439 -1.53954 0.71473 0.215
H -5.81490 1.16474 -0.38900 0.231
H -5.43238 1.17145 1.33395 0.234
```

Calculated values
Energy relative to the best compared isomer or geometry (same formula, charge and spin) (kcal per mole): 8.9
F_max (Eh/bohr): 0.0240
SMILES: CCN(CC)CCn1c(C)nc2c(sc3nc4c(cc32)COC(C)(C)C4)c1=O


[3]
One molecule with the formula C21H28N4O4 at a distorted geometry. Source: the OMol25 dataset; level of theory: ωB97M-V/def2-TZVPD.

Structure (XYZ):
```
57
Properties=species:S:1:pos:R:3:nbo_charge:R:1
C -5.59898 -0.91001 0.18466 -0.601
C -4.13272 -0.93671 0.59986 -0.392
C -3.36591 0.31915 0.16763 -0.227
C -3.81079 1.54913 0.95379 -0.611
C -1.86189 0.07219 0.36491 -0.129
C -1.39871 -1.09981 -0.52899 0.684
O -1.63150 -1.13107 -1.71481 -0.615
N -0.74119 -2.06774 0.14002 -0.618
C -0.12366 -3.19542 -0.52496 -0.221
C 1.39966 -3.03423 -0.67416 -0.223
C 1.70643 -1.81664 -1.54857 -0.402
C 3.19891 -1.50938 -1.61235 -0.389
C 3.74005 -1.29466 -0.19552 -0.334
C 3.03623 -0.08837 0.40743 0.815
O 2.72743 0.88784 -0.23204 -0.631
O 2.77216 -0.20530 1.70297 -0.707
C 3.54101 -2.57227 0.61994 -0.390
C 2.06036 -2.93479 0.70472 -0.414
N -1.07472 1.24089 0.00259 -0.241
N -1.44855 1.86706 -1.11423 0.052
N -0.84705 2.86001 -1.54512 -0.187
C 0.21774 3.39273 -0.86551 0.086
C 0.85226 4.53572 -1.36642 -0.181
C 1.89403 5.09204 -0.66417 -0.182
C 2.31625 4.53775 0.54676 -0.202
C 1.70791 3.41240 1.05018 -0.152
C 0.65848 2.82204 0.34313 -0.083
C 0.00523 1.60480 0.78981 0.652
O 0.33440 0.93239 1.76192 -0.676
H -6.07560 -1.85335 0.44066 0.211
H -5.68230 -0.76366 -0.88922 0.209
H -6.13991 -0.11262 0.68680 0.200
H -4.06118 -1.04930 1.68503 0.192
H -3.66296 -1.80960 0.14167 0.208
H -3.52742 0.48871 -0.90027 0.242
H -3.29567 2.44105 0.60547 0.214
H -3.60707 1.41991 2.01589 0.200
H -4.87560 1.71506 0.82403 0.218
H -1.64243 -0.13350 1.41813 0.236
H -0.50889 -1.92580 1.11036 0.404
H -0.35112 -4.10133 0.04508 0.196
H -0.58653 -3.26384 -1.51176 0.234
H 1.77958 -3.92921 -1.17933 0.202
H 1.19072 -0.94088 -1.15161 0.204
H 1.31769 -1.98864 -2.55376 0.221
H 3.35678 -0.60822 -2.20562 0.231
H 3.73566 -2.33523 -2.08268 0.200
H 4.80727 -1.04908 -0.24312 0.239
H 2.09902 0.46037 1.97597 0.524
H 3.93933 -2.44258 1.62687 0.222
H 4.09372 -3.37998 0.13497 0.203
H 1.56220 -2.17000 1.30011 0.203
H 1.94854 -3.88785 1.22790 0.209
H 0.50314 4.95047 -2.29837 0.232
H 2.39344 5.96973 -1.04718 0.220
H 3.13199 4.99539 1.08602 0.219
H 2.02473 2.97424 1.98450 0.225
```

Calculated values
Energy relative to the best compared isomer or geometry (same formula, charge and spin) (kcal per mole): 51.0
F_max (Eh/bohr): 0.0279
SMILES: CC[C@@H](C)[C@@H](C(=O)NC[C@H]1CC[C@@H](C(=O)O)CC1)n1nnc2ccccc2c1=O


no.,E_HOMO (eV),lowest unoccupied orbital energy (Ha)
1,-7.828,0.0063
2,-8.180,0.0066
3,-9.136,0.0048